ORCA calculation (ωB97M-V with the def2-TZVPD basis set) on a 4-piece molecular cluster, C4H15NO3 overall.

## Properties
- HOMO energy: -8.13 eV
- LUMO energy: 0.6 eV
- Structure (SMILES): C=C(N)CC.O.O.O
- ΔE to the lowest compared entry with this formula, charge and spin: 36.1 kcal per mole
- E_tot: -12022.653 eV
- Total charge: 0

CARTESIAN COORDINATES (ANGSTROEM)
C 1.20469 1.38941 0.96753
C 1.27194 0.20260 0.39099
N 1.72053 0.08869 -0.95753
C 0.59359 -0.99856 0.93670
C 1.48860 -2.28057 0.93333
H 0.99971 1.59560 2.01867
H 1.36939 2.39922 0.61489
H 1.12761 -0.39947 -1.58456
H 2.29535 0.87714 -1.18880
H -0.31710 -1.24780 0.37893
H 0.27844 -0.80878 1.96550
H 1.03156 -3.08545 0.35573
H 2.42663 -2.10241 0.40752
H 1.71013 -2.52861 1.96747
O -1.57334 1.56924 1.52906
H -2.16356 0.84650 1.35954
H -2.12794 2.35669 1.44015
O -3.48012 0.52761 -0.98489
H -3.04318 0.45233 -1.81504
H -3.81485 -0.34378 -0.77638
O -0.72614 0.31959 -2.75947
H -0.33332 0.59108 -1.90753
H 0.06135 0.57971 -3.29180

Forces on atoms 1 to 3 (eV/Å):
0.468 1.432 1.961
-1.081 0.612 -1.486
0.605 0.085 2.054

Löwdin atomic charges, in units of e: C 0.01; C -0.44; N 0.08; C -0.21; C -0.09; H 0.06; H 0.06; H 0.05; H 0.09; H 0.11; H 0.11; H 0.06; H 0.06; H 0.06; O -0.05; H 0.01; H 0.05; O -0.04; H 0.00; H 0.04; O -0.08; H 0.02; H 0.06